# CH8BCsO

A structure of composition CH8BCsO (ωB97M-V/def2-TZVPD, the OMol25 dataset).

```
12
Properties=species:S:1:pos:R:3:forces:R:3:mulliken_charge:R:1
Cs -0.877 -0.806 0.741 -0.2 -0.7 -0.1 0.95
O 0.098 1.985 0.990 0.2 0.4 -1.2 -0.50
C 0.887 3.161 1.201 0.2 0.3 2.1 -0.63
B -0.686 -3.331 -1.401 0.0 -0.2 -0.1 0.32
H -1.717 -3.021 -1.337 -4.4 1.5 0.4 -0.24
H 0.293 3.850 1.800 -0.1 0.1 -0.2 0.23
H -0.494 -3.554 -2.439 1.0 -0.8 -3.9 -0.23
H 1.312 3.730 0.374 -0.4 -0.6 -0.5 0.30
H -0.573 -4.205 -0.778 0.7 -3.3 2.5 -0.21
H 0.148 1.849 0.041 -0.2 -0.2 -0.2 0.32
H 1.693 2.847 1.865 0.3 0.2 -0.2 0.23
H -0.084 -2.504 -1.057 2.9 3.3 1.3 -0.56
```
Positions in Å, forces in eV/Å.

The value obtained for the energy above the lowest of the compared OMol25 structures with the same formula, charge and spin is 170.2 kJ/mol. As for the total energy: -4435.1689 eV. For the LUMO energy, the calculation gives -0.63 eV. Its frontier orbital gap is 7.74 eV.